Molecular formula: C3H14O3S2
Method: DFT, ωB97M-V/def2-TZVPD

Last columns: bonded neighbours and bond lengths (Å).
Atoms and positions in Å:
1 H -1.1842 -0.7806 3.0797  O7 0.986
2 C 1.3516 -0.2080 -1.5957  H5 1.092, H10 1.088, C15 1.531, C16 1.536
3 S -0.2706 -1.9313 -0.2765  C15 1.818, S21 2.061
4 H -3.1597 3.2617 2.5797  O6 0.956
5 H 0.3444 0.2050 -1.6862  C2 1.092
6 O -3.4116 2.7872 3.3708  H4 0.956, H22 0.960
7 O -1.1091 -0.2082 2.2803  H1 0.986, H12 0.978
8 H 2.0348 -2.0045 -0.4673  C15 1.088
9 H -2.6925 0.9718 -2.7734  O19 0.964
10 H 1.6367 -0.7974 -2.4651  C2 1.088
11 H 2.5305 1.3316 -0.4364  C16 1.091
12 H -0.7689 -0.9540 1.7477  O7 0.978
13 H 3.3417 0.5841 -1.7935  C16 1.095
14 H 1.6689 -0.5565 0.4800  C15 1.094
15 C 1.3664 -1.1493 -0.3888  C2 1.531, S3 1.818, H8 1.088, H14 1.094
16 C 2.3667 0.9335 -1.4390  C2 1.536, H11 1.091, H13 1.095, H18 1.091
17 H 1.3833 -3.5534 0.8914  S21 1.344
18 H 2.0933 1.8020 -2.0403  C16 1.091
19 O -2.4975 0.5688 -1.9202  H9 0.964, H20 0.966
20 H -1.9864 1.2531 -1.4697  O19 0.966
21 S 0.0572 -3.4457 1.0832  S3 2.061, H17 1.344
22 H -3.0950 1.8901 3.2394  O6 0.960

Properties
SMILES: CCCSS.O.O.O
Gap between HOMO and LUMO, eV: 8.9
Strongest force on any atom, eV/A: 2.2